DFT (ωB97M-V with the def2-TZVPD basis set) results for a structure of composition C43H39N12OSTa.

As for the HOMO energy (alpha / beta): -12.9 / -12.9 eV. As for the largest force on an atom: 0.3 eV/Å. The energy relative to the best compared isomer or geometry (same formula, charge and spin) is 0.0 kJ/mol. Its total charge is +2.

```
97
Properties=species:S:1:pos:R:3:nbo_charge:R:1
C 4.52 0.96 0.07 -0.035
H -4.99 -3.29 2.41 0.248
C -1.53 1.29 -0.57 0.046
C 1.27 6.11 1.97 -0.191
C -2.37 -2.96 4.54 -0.199
H 0.15 -2.44 5.12 0.250
C 4.89 2.45 -1.95 -0.600
N -2.85 1.08 -0.79 -0.053
C 4.61 3.49 0.28 -0.602
C 2.04 -1.98 -1.70 0.231
C 0.34 6.05 0.94 -0.184
H -2.15 -2.90 5.60 0.230
H 2.34 3.16 -1.44 0.240
C 1.85 4.95 2.45 -0.181
H 4.63 3.42 -2.39 0.232
C -3.23 -3.11 0.39 0.461
Ta 1.62 0.84 -0.15 1.651
H 4.60 1.68 -2.66 0.200
H -7.45 -0.28 -1.67 0.241
H 4.09 3.52 1.24 0.207
C 1.34 -1.16 2.38 0.227
C 4.16 0.75 1.41 -0.271
H 6.01 -2.04 -0.49 0.235
H 4.40 4.42 -0.23 0.229
C -5.86 2.74 0.13 -0.221
C 0.55 3.65 0.90 0.183
C 0.36 0.66 2.84 0.176
O -2.18 -3.31 -0.45 -0.432
C -1.34 -2.85 3.61 0.030
H 1.55 7.07 2.39 0.237
H 5.97 2.42 -1.83 0.234
C -7.24 2.64 0.03 -0.191
C -3.68 -3.13 4.11 -0.183
H -7.87 3.41 0.46 0.240
C -2.47 -3.59 -4.12 -0.143
C -1.63 -2.92 2.26 -0.221
H -5.41 3.58 0.64 0.225
H -0.84 -2.84 1.52 0.204
H 5.69 3.44 0.48 0.230
C -1.93 -3.49 -2.84 -0.107
N 2.26 -0.66 -1.65 -0.611
H 5.48 0.05 -1.62 0.225
H 2.74 0.66 -3.29 0.244
C -1.62 -3.77 -5.21 -0.184
C 2.68 2.30 -0.86 -0.649
H 2.58 4.99 3.25 0.231
H 3.74 1.56 1.99 0.235
C -0.25 -3.82 -5.03 -0.199
N -4.05 -3.09 -1.59 -0.275
H 1.95 2.82 2.30 0.202
H -3.54 -3.54 -4.26 0.247
C 4.18 2.31 -0.59 -0.120
C -2.78 -3.30 -1.67 0.467
C 5.18 -0.08 -0.60 -0.148
C 1.49 3.72 1.91 -0.268
H -0.10 6.95 0.55 0.235
N 0.17 2.39 0.33 -0.428
H -2.04 -3.85 -6.20 0.239
H 2.35 -3.82 -4.43 0.256
C -7.81 1.56 -0.62 -0.152
N -4.34 -2.97 -0.24 -0.274
H 0.41 -3.94 -5.88 0.231
C 0.08 -2.58 4.04 -0.243
C -3.98 -3.17 2.76 -0.145
H -0.17 -3.52 -1.66 0.204
C -0.03 4.82 0.41 -0.234
C 1.78 -3.70 -3.51 -0.249
C -5.08 1.74 -0.43 0.145
H 0.05 1.70 2.80 0.243
C 4.46 -0.45 2.06 -0.199
H -0.74 4.77 -0.41 0.226
C 0.29 -3.72 -3.75 0.029
H 5.39 -2.38 1.88 0.236
N 1.27 0.11 1.97 -0.634
H -4.99 -0.12 -1.51 0.251
H -8.88 1.48 -0.69 0.239
C -5.63 0.65 -1.09 -0.217
C 2.53 -0.34 -2.96 0.194
N -1.12 2.32 0.12 -0.206
C 5.47 -1.27 0.04 -0.202
S -0.40 0.16 -1.24 -0.037
C -0.56 -3.58 -2.67 -0.216
N 2.16 -2.40 -2.94 -0.131
C -2.94 -3.07 1.82 -0.101
H 1.79 -2.62 -0.87 0.228
H 1.96 -1.94 1.95 0.240
C -7.00 0.56 -1.17 -0.179
H -3.32 2.68 0.24 0.411
H 2.10 -4.47 -2.80 0.232
N 2.47 -1.37 -3.76 -0.216
C 5.12 -1.46 1.38 -0.213
H -4.48 -3.21 4.83 0.239
N -0.09 -0.18 3.72 -0.215
H 0.77 -3.37 3.75 0.230
H 4.22 -0.57 3.11 0.228
N -3.68 1.88 -0.29 -0.181
N 0.53 -1.34 3.41 -0.134
```



DFT (ωB97M-V with the def2-TZVPD basis set) results for a structure of composition C43H39N7O3PSTa.

As for the HOMO energy: -13.2 eV. As for the largest force on an atom: 0.6 eV/Å. The energy relative to the best compared isomer or geometry (same formula, charge and spin) is 35.3 kJ/mol. Its total charge is +2.

```
95
Properties=species:S:1:pos:R:3:lowdin_charge:R:1
C -2.32 1.05 1.60 -0.063
C 4.60 -0.03 0.69 -0.083
H 1.87 -4.69 -2.45 0.123
H -4.45 0.48 3.11 0.132
C -7.20 -4.13 -1.14 -0.037
H -4.24 2.89 -2.74 0.036
N -1.25 1.36 0.93 -0.085
C 2.89 -2.37 3.47 -0.084
H -5.69 0.02 0.37 0.104
C 2.20 2.60 -0.14 -0.049
C 1.29 -2.93 -1.36 -0.349
C 1.18 -3.87 -2.39 0.006
C -2.80 -2.65 1.51 0.023
C -0.91 2.80 0.94 -0.160
C -5.49 -2.72 -2.33 -0.030
H -5.70 2.28 -1.92 0.045
H 4.81 -3.40 1.08 0.115
C 2.81 0.55 -3.17 0.023
H 0.89 3.89 1.43 0.129
H -2.34 -3.51 1.05 0.127
C 2.85 2.10 -1.31 -0.171
C -4.52 -1.64 2.89 -0.060
H -5.44 -3.48 -3.10 0.120
C 0.51 2.87 1.45 -0.173
C -4.72 -1.57 -2.45 -0.101
N 0.00 -0.49 4.49 0.166
H 3.74 -1.71 3.41 0.112
C -2.83 -0.25 1.89 -0.162
C 0.16 -3.71 -3.31 -0.019
C 2.13 -2.64 2.33 -0.375
H -7.06 -2.02 0.58 0.121
H -5.16 1.55 -3.46 0.047
C -4.84 2.00 -2.52 -0.347
H 7.95 -0.52 0.82 0.119
H -0.95 3.19 -0.08 0.134
C -3.93 -2.76 2.30 -0.027
H 7.20 -2.87 1.05 0.119
C 0.70 -4.09 3.63 -0.062
C 3.95 1.17 -3.67 -0.025
C -1.02 -1.28 4.82 -0.324
C 4.18 -1.35 0.80 -0.353
H -6.69 -5.01 -1.53 0.083
H -4.36 -3.73 2.46 0.125
H -1.61 3.35 1.55 0.129
H 2.34 -0.27 -3.68 0.126
S -3.76 0.87 -1.60 0.897
O 1.18 0.45 -1.46 -0.254
H 2.51 3.60 0.18 0.151
H 1.22 -4.29 5.70 0.120
H 3.87 0.76 0.61 0.076
C -6.34 -2.90 -1.24 -0.260
C 5.12 -2.38 0.94 -0.086
N 0.75 -0.03 2.23 -0.055
C 0.34 -0.29 3.31 -0.278
C 6.89 -0.75 0.81 -0.042
N 0.43 -1.92 -1.25 0.026
H 6.28 1.29 0.62 0.114
H 0.43 -3.71 1.54 0.098
O -1.20 -0.63 -1.93 -0.025
H 2.95 -3.73 -0.49 0.126
H -4.09 -1.43 -3.32 0.099
H -1.96 -0.41 -2.50 0.053
C 4.53 2.25 -3.01 -0.047
N 2.27 -2.99 -0.40 -0.068
H 4.41 3.59 -1.35 0.128
H 0.58 2.48 2.47 0.116
C 3.98 2.73 -1.85 -0.008
C -0.72 -2.63 -3.22 0.022
H 3.16 -2.77 5.55 0.118
C -5.63 -0.75 -0.38 -0.099
C -4.79 -0.58 -1.47 -0.533
H 5.41 2.73 -3.44 0.119
H 4.38 0.80 -4.59 0.123
Ta 0.33 -0.05 0.23 1.858
C 6.47 -2.08 0.94 -0.047
P 2.43 -1.78 0.78 1.032
O -1.12 -1.24 0.61 -0.248
N -1.91 -1.95 5.12 0.175
H 0.04 -4.42 -4.11 0.128
C 1.47 -3.83 4.76 -0.052
C -0.52 -1.76 -2.17 -0.371
H -5.39 -1.76 3.52 0.123
C -3.98 -0.40 2.67 -0.016
H -1.51 -2.46 -3.94 0.124
H -0.15 -4.75 3.70 0.116
C -6.40 -1.90 -0.27 -0.033
C 1.03 -3.50 2.42 -0.094
N 1.25 2.02 0.52 -0.087
C 5.96 0.27 0.70 -0.052
C 2.27 1.01 -1.97 -0.297
H -2.90 1.86 2.02 0.147
C -2.23 -1.39 1.34 -0.288
H -7.49 -4.33 -0.10 0.081
C 2.56 -2.98 4.68 -0.051
H -8.12 -4.00 -1.71 0.095
```



DFT (ωB97M-V with the def2-TZVPD basis set) results for a structure of composition C43H40AsBrCrF3N3O6S2.

As for the HOMO energy (alpha / beta): 0.1 / -1.9 eV. As for the expectation value of S²: 6.100. As for the largest force on an atom: 0.2 eV/Å. Its multiplicity is 5. The energy relative to the best compared isomer or geometry (same formula, charge and spin) is 163.6 kJ/mol. Its total charge is -2.

```
100
Properties=species:S:1:pos:R:3:lowdin_charge:R:1
C -2.08 3.06 -4.42 -0.040
H 1.10 -4.83 -0.29 0.083
H 3.77 3.85 -0.64 0.075
H 0.84 2.66 -2.39 0.073
H 1.51 1.05 0.11 0.082
Br 4.02 -3.16 -5.87 0.633
O 0.83 -3.42 -1.68 -0.127
N 0.94 1.35 -5.40 0.136
H 0.47 -1.45 5.41 0.094
O -0.75 -3.55 0.61 -0.326
C -2.65 1.30 2.94 -0.776
C -1.37 -1.98 3.87 -0.396
As -0.62 -0.65 2.66 1.359
H 0.90 3.75 -6.87 0.092
H 1.36 -5.41 -1.95 0.095
H 0.59 1.89 3.91 0.088
C -0.46 2.09 3.71 -0.126
C 1.86 2.67 -2.00 -0.079
H 2.65 -4.31 -3.53 0.075
C -1.28 1.08 3.21 -0.401
C 3.60 -0.29 4.90 -0.114
H -0.97 5.38 -6.64 0.080
C 3.20 3.10 -0.08 -0.121
H -2.73 4.59 3.83 0.087
H -2.88 2.87 -3.72 0.091
C -2.27 -1.66 4.88 -0.125
H -0.17 -0.08 -2.13 0.077
H 2.43 3.40 -2.56 0.086
C 2.24 0.00 2.93 -0.113
C -1.34 -4.27 4.62 -0.091
C 1.24 -2.80 -2.82 -0.261
H 2.31 1.68 -2.18 0.087
C -2.35 3.27 -0.77 -0.097
H -2.84 4.95 -5.10 0.080
N -0.76 0.95 -3.96 0.144
H 2.59 -4.38 -1.17 0.091
F -1.68 -5.49 -1.32 0.123
C -1.08 0.79 -0.28 -0.176
C -0.38 2.00 -0.18 -0.223
C -2.04 4.22 -5.19 -0.138
C -2.31 3.60 3.67 -0.124
H -2.64 -0.65 4.96 0.081
C -0.97 3.36 3.94 -0.127
C 2.57 -1.13 -0.42 -0.194
H 2.93 -2.12 -0.71 0.075
H 3.74 2.14 -0.15 0.081
F -1.86 -3.63 -2.42 0.153
H -3.03 -0.03 -0.73 0.071
N 1.85 3.02 -0.59 -0.254
C -2.43 0.87 -0.66 -0.151
H 4.55 -0.19 5.41 0.089
C -1.02 3.22 -0.41 -0.047
H 2.62 -1.21 6.57 0.092
H -0.33 4.14 4.32 0.081
C 1.14 -0.58 3.57 -0.319
C -2.33 -4.31 -1.38 -0.644
H -3.41 -2.40 6.54 0.093
C 2.63 -2.50 -4.73 -0.695
C 1.30 -1.01 4.89 -0.092
C 0.07 3.56 -6.20 -0.052
C 2.22 -3.33 -3.67 -0.106
H -0.99 -5.29 4.51 0.096
C -2.71 -2.65 5.76 -0.093
C -1.04 2.16 -4.56 -0.209
H 2.43 -0.56 -1.35 0.075
C -2.25 -3.95 5.63 -0.111
Cr -0.39 -1.15 0.03 0.711
H 3.18 3.40 0.97 0.079
H 1.17 2.35 1.25 0.117
H -2.83 4.22 -0.95 0.096
C 2.10 -1.27 -4.99 -0.105
C 3.45 0.15 3.59 -0.087
C -3.13 2.60 3.18 -0.138
O -0.20 -1.05 -2.08 -0.055
H -0.44 4.13 -0.32 0.110
C 1.08 2.06 0.20 -0.175
H -4.11 2.09 -1.17 0.099
H -0.20 -3.54 2.97 0.096
C 1.03 -0.77 -4.18 -0.112
C 0.43 0.47 -4.52 -0.290
C -3.06 2.08 -0.91 -0.108
S -2.15 -3.40 0.22 0.522
O 1.42 -1.21 0.36 -0.431
H 2.45 -0.66 -5.82 0.089
C -0.90 -3.28 3.75 -0.121
H -2.60 -4.72 6.30 0.088
C 0.67 -1.58 -3.06 -0.171
O -3.14 -4.00 1.05 -0.245
F -3.62 -4.57 -1.62 0.123
H -4.17 2.80 2.96 0.085
O -2.36 -2.00 -0.19 -0.379
H 3.37 -0.63 0.15 0.074
C 1.52 -4.58 -1.26 -0.081
C -0.98 4.46 -6.06 -0.145
H 4.29 0.60 3.07 0.097
C 2.52 -0.87 5.54 -0.100
H -1.46 0.38 -3.51 0.146
H 2.14 0.33 1.91 0.061
C 0.05 2.38 -5.44 -0.267
S -3.62 0.01 2.34 0.547
```